A molecular structure, C35H53Cl2N4O4SiTm. Source: OMol25; level of theory: wB97M-V/def2-TZVPD.

CARTESIAN COORDINATES (ANGSTROEM)
C -0.830141 -0.748363 -3.936379
C -0.435691 -2.082514 -3.382454
H -0.539138 -0.630326 -4.987285
H -0.373128 0.061166 -3.344774
H -1.923036 -0.621380 -3.859283
C 0.097945 -3.085497 -4.101142
C 0.280836 -3.087147 -5.586967
H 0.406005 -4.000076 -3.610362
H 0.070899 -2.124005 -6.060165
H -0.365126 -3.835751 -6.072220
H 1.312271 -3.368700 -5.846408
Tm 0.814597 0.136799 0.181453
Cl 0.399995 2.096258 -1.445681
C 0.426543 -2.683362 1.700462
O 1.163512 -1.679789 1.504524
N 0.698263 -3.656919 2.564976
C 2.014576 -3.802488 3.189236
C -0.342001 -4.604457 2.956368
H -0.539552 -2.788814 1.170464
H 2.646525 -2.947984 2.928291
H 2.484591 -4.740277 2.855065
H 1.888112 -3.869535 4.277398
H -1.282573 -4.339545 2.454657
H -0.489831 -4.569650 4.044953
H -0.058968 -5.627580 2.668501
H 1.399194 3.103988 5.103346
H -0.596884 4.400772 4.379738
C 1.818384 3.185279 4.095416
C -0.219518 4.437706 3.347161
N 0.731496 3.346307 3.128783
H 2.373403 2.284749 3.835005
C 0.676886 2.593401 2.041999
O 1.381735 1.545971 1.877251
H -1.057131 4.324499 2.650065
H -0.034656 2.908133 1.262638
H 2.483155 4.057823 4.064948
H 0.256432 5.418645 3.183705
H 2.045770 -0.432179 -3.593864
H 3.073475 -2.924826 -3.362066
C 2.947486 -0.106205 -3.054050
C 3.905568 -2.396442 -2.868411
N 3.425174 -1.193003 -2.202728
H 2.712379 0.780494 -2.456985
C 3.489395 -1.083175 -0.875638
O 2.947943 -0.132280 -0.235187
H 4.359247 -3.056871 -2.117285
H 4.048322 -1.882405 -0.364440
H 3.727118 0.129999 -3.793444
H 4.653323 -2.131685 -3.627127
O 0.088133 -1.213150 -1.262990
C -0.669717 -2.180558 -1.894661
C 0.716333 -4.171917 -1.041009
C -0.526763 -3.592627 -1.290235
H 1.622673 -3.596228 -1.263369
C 0.799947 -5.469474 -0.517284
H -1.739089 -1.918923 -1.746084
C -1.680064 -4.344015 -1.053280
H 1.778518 -5.898097 -0.295029
C -0.357580 -6.211067 -0.278984
C -1.600582 -5.644546 -0.553033
H -2.655073 -3.901564 -1.287025
H -0.289892 -7.221021 0.129137
H -2.515699 -6.213539 -0.371487
Si 0.300921 6.328735 -3.105572
Cl 0.035667 5.224688 -4.879966
C 2.138570 6.263243 -2.786714
C -0.795208 5.400757 -1.930849
C -0.241044 8.132573 -3.265729
H 2.491488 5.226717 -2.826225
H 2.377808 6.678773 -1.801640
H 2.684209 6.840613 -3.543533
H 0.372198 8.673233 -4.000535
H -0.133082 8.645941 -2.297080
H -1.294412 8.206530 -3.569459
H -0.506974 4.343363 -1.910461
H -1.840681 5.459451 -2.253697
H -0.717732 5.797000 -0.914761
C -4.219697 3.035809 0.781071
C -3.580694 2.328201 -0.242471
C -2.671058 1.318282 0.061006
C -2.328256 1.032754 1.409581
C -3.049664 1.713640 2.432211
C -3.964825 2.717572 2.120710
N -1.304576 0.154280 1.692911
C -1.384299 -0.542049 2.904071
C -0.318465 -0.512974 3.836501
C -0.427625 -1.139150 5.064967
C -1.594707 -1.833957 5.405229
C -2.644458 -1.916509 4.483984
C -2.543072 -1.281674 3.248809
H -4.931701 3.826025 0.544174
H -3.794341 2.552278 -1.284341
H -2.184587 0.740662 -0.724324
H -2.860259 1.450408 3.480010
H -4.479388 3.245248 2.927937
H 0.571722 0.053393 3.566858
H 0.401694 -1.078495 5.773105
H -1.684660 -2.307373 6.382607
H -3.556699 -2.467089 4.733050
H -3.366436 -1.312935 2.531838

Cartesian forces, eV/Å:
C -0.13 0.27 -0.17
C 0.49 -0.85 -0.44
H -0.16 0.06 0.32
H -0.16 -0.26 -0.15
H 0.28 0.02 -0.06
C -0.41 0.70 0.03
C 0.29 -0.14 -0.42
H -0.17 -0.08 0.15
H 0.04 -0.20 0.12
H 0.12 0.16 0.19
H -0.17 0.06 -0.02
Tm -2.30 -0.49 -0.06
Cl 0.28 0.03 0.15
C 0.08 0.96 0.15
O -0.13 -1.60 0.17
N 0.16 0.07 -0.12
C -0.30 -0.01 0.10
C 0.04 -0.20 -0.21
H 0.37 0.17 0.38
H -0.24 -0.21 0.08
H -0.14 0.26 -0.03
H 0.08 0.16 -0.21
H 0.31 -0.08 0.20
H 0.02 0.13 -0.29
H -0.06 0.25 0.05
H 0.09 -0.08 -0.15
H 0.10 -0.10 -0.36
C -0.29 -0.05 0.01
C 0.11 0.14 -0.22
N 0.24 0.27 0.10
H -0.05 0.13 0.12
C 0.47 -1.41 -0.16
O -0.44 1.98 0.24
H 0.14 0.01 0.21
H -0.01 -0.09 0.29
H -0.14 -0.14 -0.06
H -0.09 -0.32 0.08
H 0.19 0.12 0.25
H 0.19 0.24 0.21
C -0.36 -0.02 -0.26
C 0.07 -0.10 0.02
N 0.47 -0.01 0.71
H 0.02 -0.29 -0.14
C -0.97 1.05 -0.40
O 1.57 -1.29 -0.75
H -0.11 0.11 -0.30
H -0.27 0.17 -0.03
H -0.14 -0.07 0.26
H -0.13 -0.08 0.19
O 0.66 -0.04 0.74
C -0.42 0.09 0.55
C 0.07 -0.20 0.19
C -0.05 0.26 -0.64
H -0.33 -0.18 0.18
C 0.07 0.30 -0.10
H 0.09 -0.14 -0.07
C -0.03 -0.05 0.01
H -0.23 0.05 -0.10
C 0.06 0.10 0.07
C -0.09 0.06 0.01
H 0.35 -0.16 0.15
H -0.01 0.27 -0.14
H 0.29 0.16 -0.07
Si -0.22 0.02 -0.21
Cl 0.03 0.42 -0.04
C 0.03 -0.09 0.10
C 0.15 -0.03 0.16
C 0.01 -0.16 -0.21
H -0.05 0.15 0.06
H 0.02 -0.04 -0.08
H -0.14 -0.10 0.12
H -0.17 -0.14 0.16
H 0.00 -0.21 -0.21
H 0.25 -0.02 0.06
H -0.08 0.24 0.03
H 0.15 0.06 0.04
H -0.08 -0.01 0.03
C -0.16 0.21 0.07
C 0.15 -0.20 0.42
C 0.04 0.26 0.47
C -0.53 -0.01 -0.04
C 0.12 0.13 -0.06
C 0.21 -0.32 -0.35
N 0.85 -0.44 -0.39
C -0.14 0.32 0.15
C -0.33 0.18 -0.46
C -0.20 -0.31 0.15
C 0.05 -0.12 0.03
C 0.13 0.11 -0.03
C 0.30 0.09 0.06
H 0.16 -0.18 0.00
H -0.02 0.00 0.14
H -0.07 0.17 0.09
H -0.03 0.16 -0.43
H 0.11 -0.14 -0.28
H -0.16 -0.16 0.12
H -0.24 -0.02 -0.13
H 0.02 0.09 -0.22
H 0.32 0.18 -0.04
H 0.21 0.00 0.21

Results
E_LUMO (spin up / spin down) in eV: 0.20 / 0.20
Kohn-Sham gap (spin up / spin down) in Ha: 0.2298 / 0.2299
2S+1: 3
HOMO level (spin up / spin down) in eV: -6.05 / -6.05
<S²>: 2.002
Charge: 0

=====

A molecular structure, C27H29InN8O4. Source: OMol25; level of theory: wB97M-V/def2-TZVPD.

CARTESIAN COORDINATES (ANGSTROEM)
In -0.165683 -2.317104 -1.991569
N -1.036826 -3.818036 -0.186259
N -1.773774 -4.804533 -0.856810
C -1.421852 -5.079216 -2.199725
O -1.850174 -6.102368 -2.691682
O -0.698080 -4.177767 -2.783565
H -0.222430 -4.188092 0.297178
H -1.626932 -3.338340 0.481708
H -2.005219 -5.642071 -0.343765
C -0.650351 5.848156 8.870128
O 0.448152 4.954058 8.846982
C 0.579342 4.149196 7.761459
C 1.665821 3.277391 7.773905
C 1.877261 2.428206 6.708512
C 1.006115 2.415695 5.620955
C -0.068241 3.294782 5.608696
C -0.285784 4.161496 6.668895
N 1.315383 1.504241 4.574102
N 0.407729 1.322002 3.751904
C 0.697464 0.409600 2.712767
C 1.855762 -0.333882 2.615525
C 2.090924 -1.216042 1.560942
C 1.163133 -1.395234 0.541058
O 1.369024 -2.193731 -0.471160
C -0.063347 -0.649090 0.649174
N -0.972288 -0.846438 -0.338525
C -2.096157 -0.170770 -0.349504
C -2.415534 0.743167 0.670716
C -1.527153 0.945655 1.690328
C -0.294957 0.249474 1.708459
H -0.587955 6.381241 9.813658
H -1.600651 5.311616 8.821378
H -0.597732 6.564808 8.047209
H 2.331763 3.291302 8.626709
H 2.723001 1.751902 6.697951
H -0.729203 3.304384 4.752999
H -1.119750 4.847001 6.630922
H 2.600579 -0.209891 3.390610
H 3.014514 -1.778873 1.513220
H -2.758736 -0.347929 -1.188892
H -3.358393 1.272578 0.636438
H -1.742488 1.637442 2.492754
C -2.640369 1.969649 -4.440431
C -2.147662 0.711095 -5.165981
C -1.096553 1.099504 -6.215270
C -3.329840 0.012715 -5.853197
C -1.538658 -0.213534 -4.192853
C -1.037596 -0.976408 -3.394946
H -3.088299 2.661679 -5.157873
H -1.814324 2.475796 -3.938362
H -3.392609 1.714107 -3.691929
H -1.531300 1.792081 -6.940306
H -0.743399 0.216608 -6.750902
H -0.239141 1.581964 -5.743734
H -3.787596 0.684821 -6.583447
H -4.086413 -0.273893 -5.121502
H -2.997840 -0.889346 -6.368504
N 5.275680 -3.340452 -3.206767
C 4.044380 -3.022052 -3.692559
C 2.943124 -2.860884 -2.836873
N 1.751739 -2.567380 -3.325514
C 1.605059 -2.430976 -4.649667
C 2.700966 -2.591232 -5.470264
N 3.915042 -2.879844 -5.006741
H 5.452722 -3.359443 -2.221087
H 6.050730 -3.344859 -3.843994
H 3.027904 -2.953269 -1.762258
H 0.618472 -2.189975 -5.017209
H 2.609494 -2.482477 -6.543635

Cartesian forces, eV/Å:
In -0.02 0.02 0.18
N 0.01 -0.01 -0.04
N -0.08 0.00 -0.01
C -0.03 0.10 -0.16
O 0.09 -0.01 0.03
O 0.00 -0.16 0.01
H 0.03 0.00 0.00
H -0.02 0.04 -0.02
H 0.02 -0.01 0.05
C 0.02 -0.02 0.00
O -0.04 0.02 -0.01
C -0.02 0.00 -0.03
C 0.03 -0.01 0.03
C 0.05 -0.06 -0.07
C 0.01 0.10 0.04
C -0.04 -0.01 -0.06
C 0.00 0.00 -0.01
N 0.13 -0.09 0.18
N -0.18 0.06 -0.11
C 0.08 -0.12 -0.12
C -0.03 0.12 0.10
C -0.02 -0.08 -0.08
C 0.07 -0.02 0.09
O -0.17 0.11 -0.10
C -0.03 -0.03 -0.04
N -0.01 0.21 -0.01
C 0.14 -0.07 0.09
C -0.03 0.01 0.03
C -0.02 0.01 -0.01
C -0.06 0.02 0.05
H 0.02 0.00 0.02
H -0.01 -0.02 0.00
H 0.01 0.01 -0.01
H -0.01 -0.01 -0.02
H -0.01 0.01 0.01
H -0.01 0.01 0.02
H -0.01 -0.02 -0.01
H 0.01 -0.02 -0.02
H 0.01 0.02 0.01
H 0.00 0.02 -0.01
H 0.03 -0.01 0.00
H 0.00 0.00 -0.01
C 0.01 0.00 0.01
C 0.01 -0.04 -0.02
C -0.01 0.00 0.00
C 0.01 0.01 0.01
C 0.01 -0.03 0.08
C -0.04 -0.01 -0.05
H 0.01 -0.01 0.02
H -0.02 -0.01 -0.01
H 0.01 0.01 -0.01
H 0.01 -0.02 0.02
H 0.00 0.02 0.01
H -0.01 -0.01 -0.01
H 0.01 -0.01 0.02
H 0.01 0.00 -0.02
H -0.01 0.01 0.01
N -0.03 -0.06 0.01
C 0.03 0.01 -0.12
C -0.09 0.00 0.04
N 0.07 0.00 0.03
C 0.04 -0.06 0.07
C 0.08 -0.02 -0.02
N 0.01 0.01 -0.02
H 0.01 0.03 0.00
H 0.00 0.01 -0.01
H -0.02 0.02 -0.02
H -0.02 0.01 -0.01
H -0.03 0.01 0.00

Results
E_LUMO in eV: -0.48
Kohn-Sham gap in Ha: 0.2623
HOMO level in eV: -7.62
Charge: 0

=====

2 unconnected molecules or ions with the total composition C4H13N3O. Source: OMol25; level of theory: wB97M-V/def2-TZVPD.

CARTESIAN COORDINATES (ANGSTROEM)
C 2.487086 0.547453 -1.008487
C -1.267284 -0.191442 -1.525514
N 1.843041 -0.591875 -0.415065
N -0.290273 0.203384 -0.533072
H 2.169607 -0.647051 0.549192
H 0.002201 1.170868 -0.612144
H -1.451475 -1.258692 -1.437899
H 2.467750 1.448757 -0.385054
H 3.548946 0.276011 -1.133690
H 2.074873 0.766574 -1.995112
H -2.224091 0.335207 -1.400014
H -0.878021 0.038851 -2.519381
C -1.585418 0.678967 1.526113
C -0.416862 -0.137865 0.903523
N -0.774987 -1.563955 0.939289
O 0.735584 0.219522 1.473124
H -0.910593 -1.826092 1.909192
H 0.032371 -2.082823 0.604915
H -1.361167 1.743130 1.461622
H -1.674396 0.411473 2.578266
H -2.526892 0.459596 1.020198

Cartesian forces, eV/Å:
C 0.02 0.08 -0.05
C -0.03 -0.02 0.01
N -0.38 0.27 0.08
N 0.33 -0.16 0.15
H -0.07 0.00 0.06
H 0.03 -0.03 0.05
H 0.01 0.03 -0.01
H -0.03 -0.09 -0.01
H -0.11 -0.02 0.04
H 0.01 -0.02 0.05
H 0.10 -0.02 0.02
H -0.02 -0.02 0.05
C 0.15 -0.19 -0.21
C -0.16 0.10 0.22
N 0.05 0.22 -0.07
O 0.07 -0.17 -0.38
H 0.02 0.04 -0.03
H 0.01 0.02 0.03
H 0.01 -0.02 -0.01
H 0.01 -0.01 -0.03
H 0.00 0.01 0.02

Results
E_LUMO (spin up / spin down) in eV: -1.37 / -1.08
Kohn-Sham gap (spin up / spin down) in Ha: 0.2644 / 0.2685
HOMO level (spin up / spin down) in eV: -8.56 / -8.38
Charge: 0

=====

In the order shown, the computed calculated total energy values come out to -4180.8233 -1975.4088 -399.5457 hartree.
In the order shown, the computed ΔE to the lowest compared entry with this formula, charge and spin values come out to 0.0 0.0 126.5 kcal per mole.